This record from OMol25 describes C46H53N14O3Se2TeY as an isolated structure in a non-equilibrium geometry. The level of theory is ωB97M-V with the def2-TZVPD basis set.

Last column: Mulliken charge in e.
Positions of all 120 atoms, in Å:
1 Y 0.225 -0.526 -0.503  -1.06
2 N 3.043 0.052 -2.198  -0.11
3 N 2.862 1.339 -2.713  -0.36
4 C 1.804 2.064 -2.228  -0.14
5 N 1.785 3.377 -2.528  -0.31
6 N 0.922 1.456 -1.488  0.54
7 N -0.199 2.106 -1.032  0.23
8 O -0.837 1.352 -0.120  -0.39
9 O -0.582 3.291 -1.353  -0.95
10 H 3.612 0.085 -1.352  -0.14
11 H 3.521 -0.503 -2.892  0.31
12 H 3.697 1.877 -2.880  0.20
13 H 2.357 3.718 -3.278  0.21
14 H 0.915 3.842 -2.285  0.25
15 Se -3.950 -0.181 0.672  -0.01
16 Se -2.693 -0.990 -1.068  0.38
17 C -2.961 0.387 -2.407  0.65
18 C -4.241 0.762 -2.791  -0.78
19 C -4.355 1.736 -3.771  -0.46
20 C -3.203 2.266 -4.327  -0.78
21 C -1.978 1.793 -3.889  -0.28
22 N -1.857 0.863 -2.940  0.13
23 C -2.635 0.265 2.009  0.25
24 C -3.140 1.006 3.063  -0.95
25 C -2.309 1.219 4.147  -0.88
26 C -1.022 0.713 4.138  -0.85
27 C -0.600 0.029 3.004  0.42
28 N -1.400 -0.215 1.955  0.55
29 H -5.109 0.314 -2.327  0.45
30 H -5.333 2.068 -4.098  0.43
31 H -3.252 3.039 -5.084  0.43
32 H -1.051 2.170 -4.307  0.44
33 H -4.151 1.390 3.030  0.48
34 H -2.664 1.777 5.005  0.42
35 H -0.357 0.850 4.970  0.62
36 H 0.845 -1.044 2.012  -0.08
37 N -0.015 -1.544 -2.586  -0.25
38 C -0.447 -2.238 -3.407  0.43
39 N -0.943 -3.010 -4.338  -0.09
40 C -2.383 -3.340 -4.346  -0.40
41 C -2.607 -4.755 -3.783  -0.63
42 C -1.337 -5.609 -3.929  -0.45
43 C -0.621 -5.278 -5.239  -0.66
44 C -0.060 -3.850 -5.181  -0.79
45 H -2.724 -3.266 -5.378  0.39
46 H -2.913 -2.588 -3.769  0.08
47 H -3.430 -5.216 -4.331  0.38
48 H -2.906 -4.700 -2.734  0.25
49 H -1.594 -6.669 -3.892  0.42
50 H -0.656 -5.417 -3.093  0.11
51 H -1.319 -5.378 -6.074  0.33
52 H 0.200 -5.969 -5.423  0.41
53 H 0.014 -3.407 -6.174  0.29
54 H 0.931 -3.845 -4.733  0.42
55 N -0.611 -2.632 0.419  -0.04
56 C -1.241 -3.451 0.907  0.63
57 C -2.070 -4.467 1.495  -0.10
58 C -1.872 -5.807 1.169  -0.57
59 C -2.707 -6.766 1.714  -0.65
60 C -3.729 -6.388 2.578  -0.39
61 C -3.916 -5.052 2.905  -0.77
62 C -3.088 -4.083 2.365  -0.21
63 H -1.066 -6.085 0.500  0.51
64 H -2.562 -7.809 1.466  0.42
65 H -4.383 -7.141 2.998  0.41
66 H -4.712 -4.762 3.580  0.43
67 H -3.223 -3.034 2.604  0.46
68 C 2.337 -3.122 -1.172  -0.91
69 C 2.842 -2.096 -0.164  0.05
70 O 4.076 -2.163 0.089  -0.61
71 N 2.039 -1.207 0.440  1.72
72 Te 3.562 -0.974 2.363  0.40
73 C 4.782 -0.671 4.171  0.43
74 C 4.757 -1.825 4.989  0.58
75 C 3.689 -2.898 4.870  -1.76
76 C 5.718 -1.993 5.975  -0.77
77 C 6.714 -1.049 6.191  0.44
78 C 7.751 -1.254 7.266  -1.64
79 C 6.685 0.108 5.432  -0.61
80 C 5.734 0.327 4.439  0.91
81 C 5.758 1.687 3.783  -1.68
82 C 4.497 0.526 1.182  1.09
83 C 5.809 0.237 0.771  0.31
84 C 6.642 -0.887 1.344  -1.74
85 C 6.388 1.061 -0.190  -1.22
86 C 5.722 2.149 -0.735  0.53
87 C 6.382 3.026 -1.766  -1.72
88 C 4.444 2.433 -0.274  -0.97
89 C 3.813 1.648 0.685  1.45
90 C 2.464 2.099 1.185  -1.62
91 H 3.087 -3.906 -1.263  0.61
92 H 2.206 -2.653 -2.147  -0.01
93 H 1.387 -3.557 -0.858  -0.06
94 H 2.689 -2.466 4.786  0.18
95 H 3.690 -3.525 5.760  0.47
96 H 3.851 -3.551 4.009  0.33
97 H 5.692 -2.887 6.594  0.41
98 H 8.002 -2.310 7.372  0.40
99 H 7.377 -0.903 8.231  0.29
100 H 8.664 -0.700 7.044  0.40
101 H 7.412 0.892 5.630  0.44
102 H 5.890 2.448 4.554  0.63
103 H 4.832 1.912 3.272  -0.12
104 H 6.582 1.784 3.068  0.50
105 H 6.098 -1.830 1.337  0.25
106 H 6.936 -0.666 2.373  0.17
107 H 7.547 -1.028 0.755  0.54
108 H 7.401 0.843 -0.514  0.40
109 H 7.264 2.546 -2.188  0.42
110 H 6.697 3.973 -1.322  0.33
111 H 5.700 3.270 -2.584  0.31
112 H 3.922 3.310 -0.650  0.56
113 H 2.147 3.010 0.678  0.58
114 H 2.504 2.317 2.253  0.48
115 H 1.701 1.343 1.022  0.14
116 N 0.703 -0.467 2.837  0.65
117 C 1.863 -0.012 3.398  0.52
118 N 1.819 0.759 4.405  -0.57
119 C 2.787 1.365 5.094  0.59
120 N 3.483 1.972 5.792  -0.69

Its expectation value of S² is 0.7575. The energy above the lowest of the compared OMol25 structures with the same formula, charge and spin is 49.4 kcal per mole. The value obtained for the LUMO energy (alpha / beta) is -2.316 / -2.316 eV. As for the total charge: +1. As for the multiplicity: 2. For the total energy, the calculation gives -214587.801 eV.


This record from OMol25 describes C46H53N8S3ScSi as an isolated structure in a non-equilibrium geometry. The level of theory is ωB97M-V with the def2-TZVPD basis set.

Last column: Mulliken charge in e.
Positions of all 112 atoms, in Å:
1 Sc 14.338 15.186 13.438  -1.80
2 N 15.372 17.383 17.334  -0.61
3 C 14.774 16.511 16.359  0.58
4 S 15.837 15.399 15.564  -0.65
5 N 13.530 16.687 16.097  -1.36
6 N 13.097 15.953 15.044  2.10
7 C 11.808 15.593 15.039  0.53
8 C 10.787 16.370 15.771  -1.03
9 C 10.753 17.746 15.509  -0.28
10 C 9.885 18.605 16.241  -0.72
11 C 9.143 18.055 17.303  -0.41
12 C 9.192 16.675 17.576  -0.79
13 C 10.015 15.846 16.818  0.17
14 C 11.431 14.574 14.162  0.12
15 C 10.124 14.083 13.985  -0.66
16 C 9.792 13.047 13.197  -1.88
17 C 10.841 12.520 12.353  -0.63
18 C 12.125 12.765 12.723  -0.65
19 N 12.542 13.720 13.762  2.88
20 H 16.114 16.872 17.827  0.25
21 H 14.754 17.949 17.858  0.23
22 H 11.375 18.086 14.687  0.40
23 H 9.891 19.687 16.045  0.38
24 H 8.586 18.766 17.897  0.37
25 H 8.657 16.195 18.416  0.35
26 H 9.978 14.807 17.119  0.45
27 H 9.453 14.679 14.614  0.55
28 H 8.776 12.825 12.882  0.31
29 H 10.611 11.825 11.590  0.67
30 H 12.960 12.259 12.207  0.06
31 S 12.086 17.948 10.186  -0.42
32 C 11.662 16.358 9.767  -0.89
33 C 12.408 15.425 10.412  -0.38
34 C 13.292 15.926 11.428  -0.08
35 C 13.158 17.337 11.426  0.82
36 C 14.099 18.271 12.117  0.79
37 C 14.202 19.646 11.915  -1.17
38 C 15.159 20.311 12.619  -0.25
39 C 16.025 19.705 13.449  -1.05
40 C 15.876 18.310 13.657  -0.25
41 N 14.933 17.644 13.041  0.70
42 H 10.818 16.038 9.129  0.43
43 H 12.267 14.389 10.296  0.61
44 H 13.649 20.059 11.116  0.51
45 H 15.194 21.462 12.506  0.26
46 H 16.750 20.236 14.046  0.44
47 H 16.548 17.719 14.280  0.49
48 C 12.969 12.847 14.889  -1.40
49 Si 14.451 11.606 14.768  0.02
50 C 15.990 12.375 13.970  -0.89
51 N 15.820 13.431 12.968  0.97
52 C 17.079 14.161 12.706  -1.04
53 C 18.117 13.298 12.004  -1.02
54 C 17.433 12.480 10.873  -0.90
55 C 16.067 12.990 10.480  0.68
56 C 15.201 12.994 11.683  1.22
57 C 13.988 9.882 14.052  0.70
58 C 14.756 9.100 13.124  -0.27
59 C 14.176 8.009 12.511  -0.31
60 C 12.826 7.754 12.737  -0.62
61 C 11.993 8.586 13.464  -0.92
62 C 12.612 9.564 14.187  0.02
63 C 15.044 11.282 16.504  0.79
64 C 15.812 12.260 17.233  -0.04
65 C 16.343 11.957 18.444  -0.87
66 C 16.063 10.749 19.079  -0.60
67 C 15.304 9.745 18.396  -0.63
68 C 14.818 10.061 17.123  -0.24
69 H 13.270 13.479 15.754  0.64
70 H 12.150 12.380 15.406  0.73
71 H 16.630 11.541 13.493  0.12
72 H 16.460 12.814 14.873  0.74
73 H 17.460 14.590 13.609  0.69
74 H 16.835 15.054 12.063  0.36
75 H 18.635 12.598 12.660  0.32
76 H 19.057 13.798 11.671  0.44
77 H 17.262 11.487 11.277  0.20
78 H 18.087 12.381 10.045  0.64
79 H 15.604 12.245 9.805  -0.53
80 H 15.996 13.995 9.926  0.28
81 H 15.029 11.945 11.933  0.19
82 H 14.238 13.523 11.503  -1.69
83 H 15.782 9.378 12.755  0.12
84 H 14.715 7.384 11.802  0.42
85 H 12.399 6.986 12.121  0.33
86 H 10.947 8.447 13.553  0.53
87 H 11.993 10.195 14.892  0.15
88 H 16.037 13.166 16.694  -0.29
89 H 16.914 12.682 18.990  0.44
90 H 16.601 10.393 19.961  0.33
91 H 14.908 8.778 18.847  0.30
92 H 14.204 9.324 16.637  0.28
93 C 15.765 10.452 6.746  -1.21
94 N 14.549 9.976 7.340  0.22
95 C 14.588 8.648 7.863  -0.99
96 C 13.669 10.904 7.910  -0.20
97 S 12.997 10.667 9.436  -0.01
98 N 13.403 11.959 7.083  0.14
99 C 12.793 13.171 7.648  -0.90
100 C 13.441 11.820 5.606  -1.22
101 H 16.600 10.098 7.393  0.46
102 H 15.585 11.521 6.763  0.41
103 H 15.944 10.112 5.748  0.27
104 H 13.717 7.922 7.784  0.21
105 H 14.718 8.728 8.957  0.38
106 H 15.416 8.156 7.235  0.37
107 H 13.285 13.449 8.539  -0.04
108 H 11.750 12.950 7.891  0.37
109 H 12.826 13.994 7.016  0.64
110 H 13.199 10.778 5.379  0.33
111 H 14.351 12.252 5.207  0.30
112 H 12.608 12.467 5.277  0.56

The energy above the lowest of the compared OMol25 structures with the same formula, charge and spin is 69.6 kcal per mole. The value obtained for the LUMO energy (alpha / beta) is 0.338 / 0.338 eV. As for the total charge: 0. As for the multiplicity: 1. For the total energy, the calculation gives -121565.181 eV.


Question: multiplicity of number 2 (C46H53N8S3ScSi)?
Answer: 1